Density functional theory data (ωB97M-V with the def2-TZVPD basis set) for the molecule C13H20O2.

Properties
2S+1: 1
LUMO level: 1.02 eV
ΔE to the lowest compared entry with this formula, charge and spin: 58.8 kJ/mol
gap between HOMO and LUMO: 0.364 Ha
structure (SMILES): CCCCOc1ccccc1OCCC
molecular weight: 208.3 g/mol

Each line ends with the natural charge from an NBO analysis.
Cartesian coordinates (Å):
C -3.07292 -0.26590 -0.64329  -0.624
C -2.84654 -1.35737 0.41982  -0.408
C -2.05286 -2.53706 -0.07233  -0.408
C -0.62782 -2.19575 -0.49965  -0.058
O 0.08913 -1.59562 0.56980  -0.539
C 1.36974 -1.16064 0.27119  0.228
C 2.44355 -2.05489 0.38047  -0.236
C 3.76180 -1.66523 0.14695  -0.228
C 3.99808 -0.33108 -0.24581  -0.205
C 2.92355 0.53634 -0.44580  -0.282
C 1.62466 0.13152 -0.22899  0.320
O 0.58044 0.99763 -0.46997  -0.548
C 0.06181 1.50557 0.74065  -0.070
C -0.78628 2.75638 0.48187  -0.406
C 0.06997 3.88090 -0.17955  -0.613
H -2.14821 0.31653 -0.86357  0.211
H -3.41181 -0.65565 -1.63564  0.201
H -3.86260 0.50703 -0.29954  0.211
H -2.26060 -0.86789 1.22716  0.209
H -3.81098 -1.73466 0.75585  0.205
H -2.57415 -2.99770 -0.90065  0.207
H -2.00418 -3.29831 0.76682  0.206
H -0.17374 -3.14689 -0.78162  0.171
H -0.63618 -1.54265 -1.38459  0.179
H 2.10038 -3.04318 0.66496  0.222
H 4.61047 -2.39048 0.18149  0.222
H 5.03797 0.05474 -0.35864  0.218
H 3.15281 1.52196 -0.82963  0.226
H -0.48314 0.75793 1.31661  0.186
H 0.95112 1.82245 1.30721  0.165
H -1.69341 2.47453 -0.08112  0.208
H -1.10194 3.10283 1.55455  0.202
H 0.52693 3.54965 -1.11262  0.218
H -0.55936 4.71292 -0.34773  0.208
H 0.80433 4.21208 0.59536  0.201

Density functional theory data (ωB97M-V with the def2-TZVPD basis set) for a structure of composition C13H21AuClN6O2Si.

Properties
2S+1: 1
LUMO level: 2.60 eV
gap between HOMO and LUMO: 0.278 Ha
charge: -1
molecular weight: 553.9 g/mol

Each line ends with the Löwdin charge.
Cartesian coordinates (Å):
Au 0.20276 -2.13248 -0.66332  0.822
C 3.02828 -2.70956 0.88032  -0.047
C 2.84858 -1.23518 0.64193  -0.339
C 3.84297 -0.34796 1.00432  -0.082
C 3.66281 1.00902 0.72888  -0.097
C 2.50674 1.44120 0.13990  -0.050
C 1.46741 0.51972 -0.19918  -0.409
N 1.70747 -0.82631 0.04567  -0.017
N 0.29151 0.87719 -0.69710  -0.112
Si -0.13494 2.34412 -1.43932  0.378
C -0.33524 3.80654 -0.24538  -0.184
C -1.82662 2.06868 -2.22786  -0.179
C 1.07673 2.90796 -2.77354  -0.182
H 3.64353 -3.13840 0.08452  0.084
H 2.06875 -3.22964 0.88999  0.026
H 3.53729 -2.87887 1.82969  0.078
H 4.74147 -0.71131 1.48518  0.097
H 4.43830 1.72092 0.99394  0.099
H 2.34445 2.48938 -0.07668  0.074
H -0.98324 3.52744 0.59268  0.014
H -0.78370 4.67311 -0.74336  0.023
H 0.62503 4.12260 0.17482  0.014
H -2.63874 2.36558 -1.55456  0.022
H -1.96372 1.00988 -2.46976  0.028
H -1.94128 2.64202 -3.15499  0.026
H 1.99296 3.31939 -2.33864  0.015
H 0.63776 3.67204 -3.42272  0.020
H 1.36476 2.05517 -3.39755  0.030
N -1.96947 0.37348 0.00712  0.133
C -3.10363 -0.30445 -0.15799  -0.514
N -4.25404 0.21487 0.37095  0.150
N -3.21956 -1.42298 -0.82734  0.120
C -2.20271 -2.10128 -1.26435  -0.389
N -1.43428 -2.83051 -1.78150  0.021
H -2.00320 1.25611 0.48615  0.091
H -1.11683 0.20428 -0.56886  -0.013
H -4.13161 0.83233 1.15670  0.096
H -4.96988 -0.47997 0.51375  0.099
Cl -2.80329 -2.87380 3.23875  0.477
C -1.04990 -3.07953 2.92313  -0.516
C -0.73778 -4.29926 2.00598  -0.783
O -1.21906 -5.37969 2.36248  -0.054
O 0.06377 -4.05004 1.05767  -0.172
H -0.59995 -3.26550 3.89499  0.059
H -0.67066 -2.15627 2.49448  0.041

Density functional theory data (ωB97M-V with the def2-TZVPD basis set) for a structure of composition C13H21BBrCa2ClF7NO10PS2.

Properties
2S+1: 1
LUMO level: -7.62 eV
gap between HOMO and LUMO: 0.032 Ha
charge: +1
molecular weight: 785.7 g/mol

Each line ends with the natural charge from an NBO analysis.
Cartesian coordinates (Å):
C -2.03709 5.38838 -3.48660  -0.732
S -1.69828 3.65061 -3.11112  0.051
P -0.84597 3.64748 -1.17585  0.703
S -1.28084 1.98620 -0.30983  -0.533
H -2.97348 5.39698 -4.03041  0.243
H -1.26557 5.72874 -4.16757  0.264
H -2.08973 5.95962 -2.57054  0.209
H -0.50768 3.19102 -4.15323  0.458
H 0.53450 3.85133 -1.27624  0.014
H -1.37772 4.75623 -0.49661  -0.038
C -4.89185 1.00877 1.80132  -0.137
C -4.60399 2.37934 1.24665  0.435
O -5.48827 3.21106 1.98721  -0.523
C -5.66263 2.59908 3.20447  0.978
O -6.09931 3.14660 4.16001  -0.576
O -5.25468 1.31678 3.16094  -0.477
F -4.92548 2.47041 -0.07236  -0.335
H -5.72692 0.53127 1.29909  0.209
H -4.03123 0.34691 1.76165  0.233
H -3.57683 2.71220 1.39378  0.177
Cl -7.87313 0.82019 2.47518  -0.830
Ca -10.11523 1.95515 2.29051  1.841
C 3.86448 -1.53396 2.53275  -0.641
C 3.34527 -1.56962 1.11430  -0.099
O 1.94280 -1.96100 1.08189  -0.462
C 1.05015 -1.04227 1.32434  0.701
O 1.22339 0.11151 1.58259  -0.543
C -0.34760 -1.68708 1.17203  0.905
F -0.39348 -2.91099 1.80343  -0.310
F -0.64566 -1.89960 -0.10274  -0.291
F -1.32420 -0.95637 1.69212  -0.306
H 3.69193 -2.49110 3.02678  0.215
H 4.93267 -1.32313 2.53148  0.231
H 3.36116 -0.76777 3.12364  0.215
H 3.86818 -2.32425 0.53440  0.250
H 3.48317 -0.61513 0.61035  0.196
C 6.17317 -4.87047 1.23272  -0.729
C 5.74110 -3.93346 0.21045  0.323
N 5.40009 -3.19771 -0.59478  -0.374
H 7.15723 -5.25860 0.98237  0.276
H 6.21931 -4.36692 2.19787  0.238
H 5.47821 -5.70389 1.29258  0.276
C -4.56077 7.37351 -0.54318  -0.202
O -5.61364 6.56174 -1.00308  -0.707
H -4.91270 8.40371 -0.57902  0.052
H -4.29612 7.12985 0.49041  0.196
H -3.67825 7.27723 -1.18600  0.178
H -5.31759 5.64549 -0.97450  0.485
Br -1.39307 -4.98382 1.65760  0.054
B 5.92093 -7.02629 -3.17022  1.257
O 5.12190 -8.30155 -3.06898  -0.624
C 5.14779 -8.74039 -1.84111  0.682
O 4.61136 -9.72597 -1.42170  -0.510
C 6.00611 -7.74787 -0.98563  0.688
O 6.22959 -7.85164 0.19025  -0.553
O 6.42767 -6.79127 -1.76234  -0.633
F 5.11292 -5.98554 -3.56350  -0.532
F 6.97615 -7.18579 -4.03434  -0.530
Ca -4.47446 10.45422 -0.59714  0.631
F 0.11729 3.56425 -4.95640  -0.635

Density functional theory data (ωB97M-V with the def2-TZVPD basis set) for a structure of composition C13H21BF4N4O4S5SbW.

Properties
2S+1: 1
LUMO level (alpha / beta): 1.28 / 1.25 eV
ΔE to the lowest compared entry with this formula, charge and spin: 0.0 kJ/mol
gap between HOMO and LUMO (alpha / beta): 0.204 / 0.205 Ha
charge: -1
molecular weight: 850.1 g/mol

Each line ends with the Löwdin charge.
Cartesian coordinates (Å):
W -0.29638 -0.11882 0.32241  0.918
S -0.95691 -2.51938 -3.55386  -0.111
Sb 0.00836 -2.19681 -1.49124  0.174
S -1.78075 -1.99333 0.25079  0.103
S 1.70944 0.07561 -0.81231  0.196
S 1.12149 -4.12491 -0.96264  -0.112
C 0.93628 -3.18774 3.41959  -0.001
C 1.51107 -2.00975 2.63336  -0.517
C 3.02204 -1.87061 2.82235  0.005
O 1.19936 -2.13020 1.25518  -0.308
C 0.77910 -0.72233 3.09100  -0.498
O 0.84815 -0.30302 4.21756  0.138
O 0.05133 -0.21466 2.12824  -0.282
H 1.45508 -4.10447 3.14236  0.089
H -0.12656 -3.30309 3.19882  0.092
H 1.05597 -3.00533 4.48401  0.087
H 3.51598 -2.81188 2.58166  0.088
H 3.24564 -1.59267 3.84775  0.087
H 3.40430 -1.09732 2.15721  0.093
H 1.53530 -2.99866 0.88822  -0.037
F 1.92189 3.34675 0.19410  0.164
B 1.09772 2.79561 1.11735  -1.329
F 0.69145 3.63663 2.07450  0.203
F 1.58021 1.59196 1.61689  0.056
F -0.10557 2.31273 0.34727  -0.097
C 2.19305 2.51731 -3.16420  -0.089
N 0.82072 2.26439 -2.76589  -0.043
C 0.12870 1.14745 -3.01698  -0.816
S -1.24253 0.80362 -1.98749  0.593
N 0.25719 0.35381 -4.05897  -0.066
C 1.30814 0.24296 -5.04209  -0.065
H 2.64094 3.18013 -2.43026  0.087
H 2.23672 2.99567 -4.14346  0.076
H 2.76314 1.59046 -3.17454  0.064
H 0.54836 2.74128 -1.91447  0.100
H -0.37103 -0.47251 -4.04765  -0.064
H 1.60897 1.21955 -5.40764  0.074
H 0.90754 -0.35064 -5.85957  0.087
H 2.16622 -0.29088 -4.62987  0.093
N -5.00586 2.39890 -1.67654  0.183
C -5.30273 2.41574 -0.35301  -0.513
O -6.27945 2.99974 0.07393  0.056
C -4.38099 1.62796 0.50658  -0.118
C -4.92341 0.91415 1.59628  0.038
C -4.01261 0.23553 2.40192  -0.048
C -2.69084 0.16938 2.06460  -0.160
N -2.12430 0.79556 0.94108  -0.152
C -3.03088 1.59682 0.26911  -0.114
H -5.63260 2.87268 -2.30558  0.113
H -4.24732 1.86194 -2.05976  0.082
H -5.98054 0.93591 1.79665  0.121
H -4.34191 -0.25883 3.30385  0.113
H -2.00015 -0.34910 2.72647  0.100
H -2.60669 2.25767 -0.47754  0.068

Density functional theory data (ωB97M-V with the def2-TZVPD basis set) for the ion C13H21BrN with charge +1.

Properties
2S+1: 1
LUMO level: -2.98 eV
ΔE to the lowest compared entry with this formula, charge and spin: 0.1 kJ/mol
gap between HOMO and LUMO: 0.343 Ha
charge: +1
structure (SMILES): CCCCCC[NH2+]Cc1cccc(Br)c1
molecular weight: 271.2 g/mol

Each line ends with the natural charge from an NBO analysis.
Cartesian coordinates (Å):
C -0.91577 -6.19664 2.31333  -0.612
C -1.95706 -5.91361 1.23607  -0.393
C -1.90186 -4.48006 0.70285  -0.400
C -2.34396 -3.45119 1.74539  -0.416
C -2.46325 -2.02626 1.19373  -0.419
C -1.19223 -1.51266 0.52493  -0.233
N -0.03208 -1.62755 1.44758  -0.498
C 1.25403 -1.11432 0.88650  -0.253
C 1.18743 0.38032 0.71824  0.004
C 1.29664 1.20903 1.83090  -0.252
C 1.21708 2.58353 1.68329  -0.172
C 1.02328 3.14403 0.43285  -0.215
C 0.91288 2.31515 -0.67417  -0.051
Br 0.63541 3.05878 -2.40392  0.106
C 0.99216 0.93651 -0.53812  -0.270
H -0.95055 -7.24567 2.59162  0.233
H 0.08775 -5.98148 1.94880  0.194
H -1.09902 -5.61208 3.21202  0.197
H -1.79141 -6.59650 0.40167  0.216
H -2.95341 -6.11350 1.63187  0.208
H -2.56181 -4.40337 -0.16296  0.218
H -0.88070 -4.28510 0.36019  0.168
H -3.32757 -3.74357 2.11460  0.239
H -1.67408 -3.47368 2.60914  0.183
H -2.75360 -1.35088 2.00136  0.218
H -3.25796 -1.99749 0.44818  0.243
H -0.97139 -2.09424 -0.37090  0.227
H -1.30474 -0.46497 0.24153  0.244
H 0.05522 -2.62050 1.70167  0.442
H -0.24743 -1.10144 2.30415  0.435
H 1.43128 -1.60432 -0.07215  0.236
H 2.05900 -1.38138 1.57496  0.239
H 1.46714 0.78665 2.81072  0.215
H 1.31174 3.22362 2.54582  0.238
H 0.96442 4.21404 0.31459  0.247
H 0.91614 0.31042 -1.41376  0.233

Density functional theory data (ωB97M-V with the def2-TZVPD basis set) for a structure of composition C13H21CaCl5OP2.

Properties
2S+1: 1
LUMO level: -1.34 eV
ΔE to the lowest compared entry with this formula, charge and spin: 218.8 kJ/mol
gap between HOMO and LUMO: 0.215 Ha
molecular weight: 472.6 g/mol

Each line ends with the Löwdin charge.
Cartesian coordinates (Å):
Ca 0.93896 -0.33035 -0.35003  0.481
H 3.91476 -0.92235 -1.90683  0.041
H 3.66416 -1.64035 -1.90013  0.041
P 1.51716 1.93015 -0.54863  0.639
P -0.02524 -2.46205 -0.48253  0.644
C -0.00814 -3.49525 1.05117  -0.275
H -0.59354 -4.42425 0.93107  0.048
H 1.03626 -3.74335 1.30287  0.039
H -0.42604 -2.89925 1.87947  0.035
C -1.81544 -2.46785 -0.93823  -0.280
H -1.92714 -1.98705 -1.92313  0.019
H -2.22344 -3.49395 -0.96813  0.052
H -2.37014 -1.86945 -0.19693  0.029
C 0.69556 -3.62215 -1.73643  -0.279
H 1.73796 -3.85275 -1.45833  0.031
H 0.11856 -4.56235 -1.79663  0.046
H 0.69486 -3.12765 -2.72173  0.040
C 0.08126 3.05405 -0.84643  -0.275
H 0.40256 4.10645 -0.94243  0.052
H -0.43114 2.72785 -1.76573  0.013
H -0.62434 2.95715 -0.00503  0.035
C 2.35686 2.73975 0.88647  -0.280
H 3.34016 2.26495 1.03977  0.039
H 2.48806 3.82555 0.73187  0.047
H 1.75036 2.56545 1.79087  0.037
C 2.64406 2.36805 -1.95403  -0.280
H 2.21606 1.96635 -2.88763  0.038
H 2.77286 3.46135 -2.04663  0.046
H 3.62906 1.89915 -1.78943  0.028
C 1.85346 -0.63815 1.29627  -0.251
O 2.44836 -0.83475 2.29097  0.086
H 0.19006 -0.06435 -1.90263  -0.186
Cl -0.09264 0.07195 3.41257  0.666
C -1.39084 0.50395 2.31987  -0.693
C -1.24084 0.43045 0.91207  -0.231
C -2.34514 0.80315 0.10647  -0.712
Cl -2.24434 0.74005 -1.64683  0.631
C -3.55244 1.23235 0.68477  -0.671
Cl -4.91654 1.69355 -0.34053  0.620
C -3.68094 1.29805 2.07597  -0.674
Cl -5.19894 1.83945 2.79967  0.625
C -2.60374 0.93475 2.89257  -0.676
Cl -2.78034 1.02355 4.65017  0.613

Calculated largest force on an atom, 0.0398; 0.0480; 0.0810; 0.0866; 0.0181; 0.3287 Eh/bohr (same order as the records).